--- A ---
{"formula": "C5H10S2", "method": "the ωB97M-V functional and the def2-TZVPD basis", "smiles": "C1CSSC1.C=C", "molar_mass_g_mol": 134.269, "spin_multiplicity": 1, "lumo_ev": 0.710, "gap_ev": 8.51, "total_charge": 0, "elements": ["S", "S", "C", "C", "C", "H", "H", "H", "H", "H", "H", "C", "C", "H", "H", "H", "H"], "positions_angstrom": [[-0.686, -1.841, 0.614], [-2.118, -2.992, 1.655], [-1.861, -0.564, 0.066], [-3.522, -1.900, 1.274], [-3.238, -1.198, -0.044], [-1.488, -0.177, -0.902], [-1.866, 0.278, 0.786], [-3.664, -1.168, 2.093], [-4.426, -2.539, 1.234], [-3.257, -1.927, -0.876], [-4.007, -0.429, -0.251], [-1.661, 1.608, 7.460], [-2.605, 1.061, 8.228], [-1.097, 1.005, 6.740], [-1.422, 2.675, 7.529], [-2.844, -0.006, 8.159], [-3.169, 1.664, 8.948]]}


--- B ---
{"formula": "C5H10S2", "method": "the ωB97M-V functional and the def2-TZVPD basis", "molar_mass_g_mol": 134.269, "spin_multiplicity": 1, "lumo_ev": 0.318, "gap_ev": 7.59, "total_charge": 0, "elements": ["C", "C", "C", "C", "C", "S", "S", "H", "H", "H", "H", "H", "H", "H", "H", "H", "H"], "positions_angstrom": [[-0.971, -0.317, 0.189], [0.264, -0.060, 0.809], [-0.806, 1.028, -0.706], [-1.261, -1.460, -0.712], [1.739, -0.488, 0.498], [-1.173, 2.526, 0.045], [2.666, 0.681, -0.636], [-1.825, -0.195, 0.825], [0.262, 0.613, 1.666], [0.163, 1.101, -1.374], [-2.151, -2.059, -0.240], [-0.316, -1.984, -0.734], [-1.668, -1.093, -1.673], [1.804, -1.495, -0.052], [2.285, -0.377, 1.398], [-2.420, 2.122, 0.491], [3.407, 1.456, 0.207]]}


Stability ranking, top and bottom: A is the most stable and B is the least stable.


--- A ---
{"formula": "C25H43CeF3O3P2S", "method": "the ωB97M-V functional and the def2-TZVPD basis", "molar_mass_g_mol": 682.741, "spin_multiplicity": 2, "lumo_ev": [-3.965, -3.934], "gap_ev": [5.32, 5.35], "total_charge": 1, "elements": ["Ce", "C", "C", "C", "C", "C", "C", "H", "H", "H", "C", "H", "H", "H", "C", "H", "H", "H", "C", "H", "H", "H", "C", "H", "H", "H", "C", "C", "C", "C", "C", "C", "C", "C", "H", "H", "H", "H", "H", "H", "H", "H", "H", "H", "H", "H", "P", "P", "C", "C", "H", "H", "H", "H", "C", "H", "H", "H", "C", "H", "H", "H", "C", "H", "H", "H", "C", "H", "H", "H", "F", "C", "F", "F", "S", "O", "O", "O"], "positions_angstrom": [[2.438, -0.195, 2.170], [2.574, -2.041, 3.851], [2.108, -2.569, 2.595], [4.260, -1.730, 2.288], [3.880, -1.484, 3.652], [3.169, -2.408, 1.631], [1.909, -2.112, 5.181], [0.883, -2.488, 5.116], [1.874, -1.119, 5.646], [2.472, -2.771, 5.864], [4.683, -0.732, 4.657], [4.413, -1.033, 5.676], [4.527, 0.359, 4.590], [5.753, -0.925, 4.514], [5.456, -1.151, 1.633], [6.303, -1.167, 2.330], [5.307, -0.095, 1.329], [5.717, -1.734, 0.740], [3.121, -2.702, 0.169], [3.802, -3.537, -0.054], [3.463, -1.846, -0.441], [2.119, -2.979, -0.182], [0.778, -3.199, 2.349], [0.884, -4.269, 2.131], [0.271, -2.750, 1.483], [0.118, -3.105, 3.216], [-2.461, 0.609, 1.581], [-2.559, -0.555, 2.231], [-2.777, -1.930, 1.690], [-2.756, -2.136, 0.159], [-1.407, -2.006, -0.485], [-0.794, -0.904, -0.930], [-1.064, 0.522, -0.571], [-2.433, 0.811, 0.098], [-3.744, -2.285, 2.086], [-3.532, -1.525, -0.317], [-2.028, -2.612, 2.123], [-3.240, 0.240, -0.366], [-2.349, 1.547, 2.149], [-2.505, -0.536, 3.323], [-2.660, 1.879, -0.050], [-0.259, 0.926, 0.084], [0.087, -1.035, -1.577], [-0.997, 1.130, -1.497], [-3.061, -3.184, 0.008], [-0.960, -2.975, -0.754], [-2.253, 2.003, -3.566], [-0.473, 1.715, -5.910], [-2.993, 2.680, -5.148], [-1.897, 2.909, -6.183], [-3.517, 3.619, -4.927], [-3.743, 1.958, -5.507], [-2.280, 2.784, -7.204], [-1.469, 3.920, -6.110], [0.512, 2.352, -7.329], [1.358, 1.676, -7.501], [0.879, 3.355, -7.077], [-0.106, 2.406, -8.234], [-1.235, 0.272, -6.791], [-1.740, 0.611, -7.705], [-1.950, -0.247, -6.139], [-0.427, -0.420, -7.064], [-2.423, 3.521, -2.539], [-2.122, 3.311, -1.506], [-3.458, 3.881, -2.566], [-1.758, 4.295, -2.944], [-3.745, 1.033, -3.108], [-3.978, 0.350, -3.937], [-4.594, 1.707, -2.941], [-3.551, 0.437, -2.211], [0.491, 2.663, 6.993], [1.062, 1.725, 6.216], [2.401, 1.923, 6.190], [0.832, 0.499, 6.770], [0.375, 1.765, 4.485], [-0.897, 1.098, 4.560], [0.502, 3.118, 4.027], [1.408, 0.879, 3.789]]}


--- B ---
{"formula": "C25H43CeF3O3P2S", "method": "the ωB97M-V functional and the def2-TZVPD basis", "molar_mass_g_mol": 682.741, "spin_multiplicity": 2, "lumo_ev": [-4.103, -4.073], "gap_ev": [5.46, 5.49], "total_charge": 1, "elements": ["Ce", "C", "C", "C", "C", "C", "C", "H", "H", "H", "C", "H", "H", "H", "C", "H", "H", "H", "C", "H", "H", "H", "C", "H", "H", "H", "C", "C", "C", "C", "C", "C", "C", "C", "H", "H", "H", "H", "H", "H", "H", "H", "H", "H", "H", "H", "P", "P", "C", "C", "H", "H", "H", "H", "C", "H", "H", "H", "C", "H", "H", "H", "C", "H", "H", "H", "C", "H", "H", "H", "F", "C", "F", "F", "S", "O", "O", "O"], "positions_angstrom": [[-0.998, 1.183, 2.722], [0.502, 0.671, 4.624], [1.313, 1.032, 3.498], [0.012, 2.879, 4.075], [-0.324, 1.795, 4.965], [1.029, 2.407, 3.173], [0.597, -0.588, 5.415], [1.281, -1.294, 4.938], [-0.362, -1.096, 5.522], [0.963, -0.410, 6.434], [-1.356, 1.796, 6.035], [-0.973, 1.327, 6.948], [-2.258, 1.234, 5.739], [-1.661, 2.818, 6.281], [-0.786, 4.129, 3.947], [-1.127, 4.445, 4.938], [-1.680, 4.013, 3.302], [-0.154, 4.911, 3.511], [1.603, 3.158, 2.030], [2.099, 4.069, 2.370], [0.843, 3.466, 1.289], [2.344, 2.533, 1.533], [2.322, 0.179, 2.814], [3.316, 0.640, 2.863], [2.099, 0.037, 1.748], [2.378, -0.802, 3.291], [0.092, -3.059, 0.235], [1.139, -3.050, 1.069], [2.585, -2.872, 0.788], [2.977, -2.314, -0.590], [2.648, -0.865, -0.809], [1.510, -0.363, -1.334], [0.134, -0.927, -1.162], [0.019, -2.484, -1.150], [3.085, -3.854, 0.881], [2.619, -2.999, -1.375], [2.984, -2.238, 1.598], [0.795, -2.912, -1.788], [-0.883, -3.274, 0.692], [0.900, -3.175, 2.133], [-0.964, -2.788, -1.563], [-0.402, -0.548, -0.271], [1.538, 0.520, -1.961], [-0.442, -0.559, -2.035], [4.068, -2.444, -0.658], [3.506, -0.199, -0.665], [-0.716, -0.543, -4.273], [-0.813, 2.326, -5.010], [-1.071, -0.276, -6.088], [-1.500, 1.168, -6.334], [-1.861, -0.967, -6.408], [-0.172, -0.532, -6.663], [-1.184, 1.502, -7.334], [-2.590, 1.277, -6.268], [-1.425, 3.819, -5.916], [-1.008, 4.726, -5.467], [-2.518, 3.856, -5.832], [-1.153, 3.784, -6.981], [0.904, 2.362, -5.720], [0.885, 2.349, -6.820], [1.489, 1.511, -5.357], [1.409, 3.278, -5.387], [-2.227, -1.536, -3.944], [-2.338, -1.740, -2.873], [-2.181, -2.470, -4.517], [-3.092, -0.946, -4.275], [0.586, -1.829, -4.475], [1.091, -1.655, -5.431], [0.153, -2.820, -4.458], [1.331, -1.713, -3.679], [-3.641, -3.625, 5.172], [-2.874, -2.526, 5.032], [-3.548, -1.455, 5.509], [-1.769, -2.689, 5.819], [-2.369, -2.284, 3.227], [-1.203, -3.127, 3.103], [-3.527, -2.560, 2.426], [-1.995, -0.797, 3.182]]}


Stability ranking, top and bottom: A is the most stable and B is the least stable.


--- A ---
{"formula": "C4H7ClNO", "method": "the ωB97M-V functional and the def2-TZVPD basis", "molar_mass_g_mol": 120.559, "spin_multiplicity": 1, "lumo_ev": [-7.115, -7.133], "gap_ev": [5.68, 5.65], "total_charge": 1, "elements": ["C", "C", "C", "C", "N", "O", "Cl", "H", "H", "H", "H", "H", "H", "H"], "positions_angstrom": [[0.699, 1.337, 0.192], [0.255, -1.974, 0.062], [-0.414, 0.422, 0.007], [-0.566, -0.906, 0.750], [-0.087, 3.799, -1.221], [0.363, 3.500, -2.210], [2.130, 1.308, 0.887], [1.275, -1.830, 0.367], [0.180, -3.004, 0.502], [-0.037, -2.041, -1.009], [-1.227, 1.035, 0.119], [-0.568, 0.273, -1.001], [-1.588, -1.111, 0.786], [-0.414, -0.808, 1.771]]}


--- B ---
{"formula": "C4H7ClNO", "method": "the ωB97M-V functional and the def2-TZVPD basis", "molar_mass_g_mol": 120.559, "spin_multiplicity": 1, "lumo_ev": [-4.590, -4.246], "gap_ev": [7.78, 9.08], "total_charge": 1, "elements": ["C", "C", "C", "C", "N", "O", "Cl", "H", "H", "H", "H", "H", "H", "H"], "positions_angstrom": [[-1.316, -0.236, 0.992], [-1.853, 0.171, -0.119], [0.152, -0.601, 1.216], [0.758, 0.012, -1.245], [1.138, -0.043, 0.136], [0.901, 1.353, -1.740], [-3.091, 0.938, -0.793], [-1.970, -0.654, 1.782], [0.274, -0.080, 2.149], [0.233, -1.752, 1.301], [0.943, -0.741, -1.913], [1.604, 0.870, 0.398], [1.990, -0.654, 0.260], [0.236, 1.417, -2.423]]}


Stability ranking, top and bottom: B is the most stable and A is the least stable.


--- A ---
{"formula": "C4H12NO2", "method": "the ωB97M-V functional and the def2-TZVPD basis", "molar_mass_g_mol": 106.145, "spin_multiplicity": 1, "lumo_ev": 4.262, "gap_ev": 7.46, "total_charge": -1, "elements": ["C", "O", "C", "C", "C", "N", "H", "H", "H", "H", "H", "H", "H", "H", "H", "H", "H", "H", "O"], "positions_angstrom": [[0.935, 1.410, 0.810], [0.466, 1.948, -0.284], [0.692, -0.189, 0.985], [-0.452, -0.947, 0.360], [-0.105, -1.694, -0.979], [0.064, -0.622, -2.046], [1.970, 1.616, 0.876], [0.478, 1.881, 1.704], [1.750, -0.563, 0.791], [0.493, -0.308, 2.053], [-0.759, -1.610, 1.038], [-1.329, -0.299, 0.098], [-0.920, -2.439, -1.273], [0.800, -2.338, -0.833], [0.962, -0.859, -2.432], [0.195, 0.216, -1.531], [-1.059, 1.747, -0.258], [-2.174, 1.543, 0.888], [-2.008, 1.508, 0.034]]}


--- B ---
{"formula": "C4H12NO2", "method": "the ωB97M-V functional and the def2-TZVPD basis", "molar_mass_g_mol": 106.145, "spin_multiplicity": 1, "lumo_ev": 4.225, "gap_ev": 7.97, "total_charge": -1, "elements": ["C", "O", "C", "C", "C", "N", "H", "H", "H", "H", "H", "H", "H", "H", "H", "H", "H", "H", "O"], "positions_angstrom": [[-0.155, 1.594, 0.273], [-1.073, 0.829, 0.985], [0.492, 0.907, -0.942], [1.681, -0.034, -0.628], [1.513, -0.885, 0.624], [0.482, -1.918, 0.434], [0.693, 1.848, 0.929], [-0.644, 2.519, -0.100], [0.881, 1.666, -1.637], [-0.227, 0.350, -1.542], [2.628, 0.520, -0.599], [1.826, -0.728, -1.467], [2.483, -1.324, 0.887], [1.156, -0.305, 1.475], [-0.279, -1.701, 1.077], [0.002, -1.825, -0.458], [-1.849, 0.229, 0.093], [-3.316, -0.466, -0.254], [-2.462, -0.386, -0.665]]}


--- C ---
{"formula": "C4H12NO2", "method": "the ωB97M-V functional and the def2-TZVPD basis", "molar_mass_g_mol": 106.145, "spin_multiplicity": 1, "lumo_ev": 3.887, "gap_ev": 6.72, "total_charge": -1, "elements": ["C", "N", "C", "O", "C", "C", "H", "H", "H", "H", "H", "H", "H", "H", "H", "H", "H", "H", "O"], "positions_angstrom": [[0.869, -0.755, 0.865], [0.200, 0.321, 0.190], [-0.206, 0.105, -1.228], [-1.328, -0.640, -1.416], [2.356, -0.502, 1.067], [2.576, 0.900, 1.658], [0.398, -0.896, 1.850], [0.702, -1.681, 0.267], [-0.624, 0.709, 0.629], [-0.428, 1.087, -1.681], [0.724, -0.316, -1.683], [2.877, -0.550, 0.098], [2.744, -1.364, 1.644], [3.666, 0.961, 1.753], [2.196, 1.688, 1.028], [2.329, 1.038, 2.725], [-4.001, 0.205, -0.189], [-3.210, -0.037, -1.467], [-4.001, 0.428, -1.116]]}


--- D ---
{"formula": "C4H12NO2", "method": "the ωB97M-V functional and the def2-TZVPD basis", "molar_mass_g_mol": 106.145, "spin_multiplicity": 1, "lumo_ev": 3.974, "gap_ev": 6.57, "total_charge": -1, "elements": ["C", "O", "C", "C", "C", "N", "H", "H", "H", "H", "H", "H", "H", "H", "H", "H", "H", "H", "O"], "positions_angstrom": [[1.797, -0.250, 1.288], [2.123, -1.521, 1.096], [0.556, -0.114, 0.302], [-0.132, 1.275, 0.280], [-1.501, 1.176, -0.517], [-0.429, -1.146, 0.495], [2.443, 0.588, 0.927], [1.666, 0.116, 2.428], [0.953, -0.292, -0.744], [0.587, 2.028, -0.134], [-0.397, 1.512, 1.391], [-2.119, 1.852, 0.142], [-1.223, 1.621, -1.442], [-1.929, 0.202, -0.670], [-1.011, -0.691, 1.220], [-0.027, -1.899, 0.992], [0.230, -1.770, -2.385], [-1.020, -1.171, -1.900], [-0.565, -1.516, -2.769]]}


Stability ranking, top and bottom: B is the most stable and D is the least stable.